Here is one molecule with the formula C7H8BrNO3 in a non-equilibrium geometry from the OMol25 dataset. Energies are from the ωB97M-V functional and the def2-TZVPD basis.

XYZ file:
```
20
Properties=species:S:1:pos:R:3:forces:R:3
O 1.4347 -2.1200 1.6932 -0.07 -0.75 1.23
N 1.7260 -1.5884 0.6640 -0.53 0.72 0.39
O 2.4371 -2.0515 -0.1837 1.00 -0.10 -0.90
C 0.9603 -0.2998 0.3618 -0.79 -0.17 0.22
O 1.7712 0.5911 -0.3331 -0.41 -0.73 -0.30
C 0.6224 0.4342 1.6839 2.67 -1.91 -1.10
C -0.4348 1.1709 1.7266 -1.56 2.12 1.92
C -1.3772 1.0731 0.6654 -1.03 0.50 -0.47
C -1.3748 0.2329 -0.3443 1.10 -2.13 -0.37
C -0.2763 -0.9048 -0.4459 -0.82 1.99 0.08
C 0.0992 -1.3215 -1.9067 0.98 -2.17 2.98
Br -1.5004 -2.1170 -2.6878 0.81 0.06 -0.10
H 1.9858 0.1643 -1.1724 0.33 0.16 -0.12
H 1.4542 0.3858 2.3673 -0.16 0.23 0.41
H -0.7207 1.9103 2.5531 0.83 -1.38 -1.06
H -2.2265 1.7013 0.7260 -0.73 0.74 0.07
H -2.2636 0.2058 -0.9484 0.09 -0.20 -0.56
H -0.7034 -1.7896 0.0690 0.48 0.46 -0.01
H 1.0668 -1.9775 -1.8365 -2.35 0.52 -0.54
H 0.3960 -0.4733 -2.4001 0.16 2.02 -1.78
```
Positions in Å, forces in eV/Å.

The HOMO energy comes out at -9.41 eV. The charge is 0. The multiplicity is 1. The largest force on an atom comes out at 3.81 eV/A. For the frontier orbital gap, the calculation gives 9.498 eV. The SMILES is O=[N+]([O-])[C@]1(O)C=CC=C[C@H]1CBr.